DFT (ωB97M-V/def2-TZVPD) results for 2 unconnected molecules or ions with the total composition C4H7ClN2 in a non-equilibrium geometry.

Properties
LUMO level = 0.00 eV
highest occupied orbital energy = -0.33454 Eh
E = -19759.8644 eV
net charge = 0
orbital gap = 9.1035 eV
energy above the lowest of the compared OMol25 structures with the same formula, charge and spin = 469.7 kJ/mol
multiplicity = 1

XYZ file:
```
14
Properties=species:S:1:pos:R:3:forces:R:3
C 1.337 0.340 0.968 1.4822 0.4050 1.4396
C 0.332 0.195 0.182 -5.0676 -0.5687 -1.5634
C -1.621 0.658 0.634 4.2946 1.5680 -3.9756
C 0.407 -0.475 -1.186 3.2434 2.3162 0.6048
N -2.189 1.479 -0.093 -0.5981 1.0078 -0.2909
N -1.893 -0.222 1.504 -0.8746 -3.3596 4.0311
Cl -3.351 -0.148 2.533 1.0199 -0.0980 -0.8260
H 2.340 0.072 0.661 0.0847 -0.1560 -0.3206
H 1.315 0.734 1.959 -0.3668 0.3526 0.5703
H 1.423 -0.019 -1.585 -1.8935 -1.2119 0.2764
H 0.518 -1.537 -1.127 -0.0636 -0.6655 0.1363
H -0.346 -0.198 -1.867 -1.0388 0.3584 -0.6257
H -3.195 1.670 0.030 0.6481 -0.3635 0.2170
H -1.131 -0.823 1.830 -0.8698 0.4153 0.3265
```
Positions in Å, forces in eV/Å.

Charge distribution, natural (NBO) scheme, values in e:
1. C -0.484
2. C 0.051
3. C 0.508
4. C -0.673
5. N -0.748
6. N -0.620
7. Cl 0.079
8. H 0.204
9. H 0.211
10. H 0.213
11. H 0.222
12. H 0.234
13. H 0.370
14. H 0.433

***

DFT (ωB97M-V/def2-TZVPD) results for C26H45ClFN3O8P2S3 in the gas phase in a non-equilibrium geometry.

Properties
LUMO level = -0.19 eV
highest occupied orbital energy = -0.30120 Eh
E = -114863.7011 eV
SMILES = CC[C@H](Cl)[C@]1(P(C)CC)[C@](CCCCO)(CC(=O)O)[C@@](S)(CCCSC(=S)N2CCOCC2)O[C@]1(C(=O)NC(=O)F)P(N)O
net charge = 0
orbital gap = 8.0058 eV
multiplicity = 1

XYZ file:
```
89
Properties=species:S:1:pos:R:3:forces:R:3
C 5.192 -0.227 -1.464 0.1006 -0.6698 0.4792
C 3.792 -0.812 -1.335 0.0747 0.1255 -0.5692
C 2.572 0.117 -1.582 0.2732 -0.6039 0.2400
Cl 3.131 1.678 -2.247 0.1068 0.0057 0.0156
C 1.609 0.286 -0.383 0.0184 0.8683 -0.6251
P 2.378 1.154 1.144 -0.3481 -0.2026 0.4604
C 3.934 0.273 1.608 -0.1941 0.0474 -0.3209
C 3.030 2.845 0.699 0.4118 0.1590 0.1289
C 4.534 3.068 0.836 -0.1621 0.3472 -0.0686
C 0.864 -1.034 0.048 -0.1511 -1.3926 1.6269
C 1.531 -1.896 1.158 0.1540 -0.2699 0.0730
C 0.651 -2.969 1.843 0.5091 0.3762 0.4264
C 1.485 -4.116 2.421 -1.0046 -0.0038 -0.2338
C 1.824 -5.208 1.423 0.7078 0.0107 0.5251
O 0.759 -5.359 0.515 -0.3089 0.1453 -0.0143
C 0.533 -2.003 -1.103 0.5411 -0.2971 -0.3868
C 1.639 -2.689 -1.870 0.1692 0.4090 -2.0345
O 1.788 -2.499 -3.076 -0.2488 -0.5810 1.5377
O 2.406 -3.604 -1.237 -0.7374 0.1397 0.2880
C -0.502 -0.539 0.689 0.0161 1.4370 -0.5557
S -2.014 -1.448 0.236 -0.2143 -0.3509 -0.1358
C -0.516 -0.043 2.155 -0.3975 -0.3444 0.2728
C -1.867 -0.007 2.865 0.2500 0.3629 0.2495
C -2.833 1.078 2.364 -0.4307 -0.3487 0.1580
S -4.561 0.539 2.604 -0.0937 -0.0559 -0.0206
C -5.120 0.029 1.002 0.1429 0.0418 0.4516
S -5.855 -1.410 0.877 -0.1554 -0.1560 -0.1331
N -4.982 0.990 -0.021 0.1658 -0.2811 -0.3760
C -6.279 1.619 -0.386 0.3525 0.4020 0.2715
C -6.850 1.040 -1.652 -0.0596 -0.0978 -0.2751
O -6.010 1.334 -2.762 -0.0058 0.1998 0.0307
C -4.635 1.372 -2.405 0.0267 -0.4527 -0.3214
C -4.341 0.464 -1.240 0.2803 0.2129 0.0938
O -0.755 0.678 -0.068 -0.3554 -0.4895 -0.1922
C 0.346 1.137 -0.833 -0.3926 1.1817 0.5827
C 0.336 2.662 -0.588 0.8968 1.1733 -0.9092
O 0.769 3.487 -1.375 -1.0394 -1.3945 1.2221
N -0.326 3.136 0.660 0.3998 0.4517 -1.3083
C -1.005 4.330 0.488 -0.1131 1.8712 1.6776
O -0.956 5.292 1.224 -0.2124 -1.8427 -1.5403
F -1.849 4.283 -0.562 0.3274 -0.1463 0.3093
P -0.439 0.879 -2.565 0.2611 -0.7648 -0.8147
N 0.410 1.808 -3.698 -0.7307 -0.3079 0.2561
O -1.820 1.765 -2.389 0.6916 0.2846 0.3148
H 5.445 -0.022 -2.493 -0.0388 0.4020 -0.2278
H 5.880 -1.009 -1.143 0.1698 -0.0928 0.0727
H 5.378 0.623 -0.825 0.0482 0.3540 -0.2017
H 3.757 -1.573 -2.103 -0.0890 -0.1443 -0.1964
H 3.692 -1.366 -0.412 -0.0778 0.1507 0.3193
H 2.008 -0.335 -2.388 -0.1644 0.1557 -0.2544
H 4.219 0.690 2.566 0.1554 0.1558 0.1935
H 4.738 0.393 0.898 0.1861 0.0931 0.0636
H 3.777 -0.785 1.757 -0.1103 -0.1476 0.0458
H 2.730 3.220 -0.265 -0.1242 -0.2134 -0.1690
H 2.571 3.514 1.424 -0.1987 0.0554 0.2007
H 5.116 2.552 0.083 0.0714 -0.2367 -0.0710
H 4.715 4.130 0.692 0.0852 0.2069 -0.0664
H 4.896 2.839 1.829 0.1650 -0.2343 0.1562
H 1.878 -1.282 1.978 -0.0232 0.3823 0.0508
H 2.433 -2.383 0.802 0.0373 -0.1086 -0.3622
H -0.174 -3.354 1.265 0.0392 -0.1358 -0.3702
H 0.208 -2.502 2.718 -0.3102 0.1004 0.0352
H 2.358 -3.702 2.913 0.3474 -0.1426 0.0290
H 0.865 -4.568 3.191 -0.0085 -0.0883 0.2610
H 2.776 -4.990 0.940 0.0035 0.1563 -0.4520
H 1.986 -6.130 1.982 -0.0047 -0.2227 0.0497
H 0.999 -6.014 -0.137 0.0481 -0.2424 -0.1953
H -0.073 -2.824 -0.739 0.0121 -0.1178 0.4131
H -0.070 -1.558 -1.880 -0.0497 0.3417 -0.0937
H 2.754 -4.160 -1.943 0.4586 0.0127 -0.2216
H -2.168 -2.291 1.265 0.2373 0.0691 0.0902
H -0.176 0.978 2.128 0.2995 0.2371 -0.0966
H 0.168 -0.559 2.815 0.2046 -0.2041 -0.1213
H -2.340 -0.976 2.950 -0.1565 -0.2053 -0.2311
H -1.625 0.263 3.891 0.0170 -0.0477 0.2638
H -2.663 1.380 1.340 -0.0995 -0.0028 -0.2383
H -2.735 1.942 3.007 0.0817 0.3883 -0.0610
H -6.079 2.672 -0.567 -0.0422 0.2483 0.0335
H -6.962 1.565 0.453 -0.1835 -0.1506 0.1223
H -6.982 -0.037 -1.574 -0.0552 -0.2227 0.1463
H -7.817 1.481 -1.870 -0.1941 0.1225 0.0022
H -4.062 1.005 -3.249 -0.0296 0.0012 -0.2298
H -4.288 2.388 -2.224 -0.1534 0.2499 0.1683
H -4.657 -0.549 -1.485 -0.2234 -0.1895 0.0306
H -3.269 0.427 -1.083 -0.0257 -0.0160 0.0283
H 0.414 3.317 1.330 -0.0485 -0.3031 0.4174
H 0.020 2.738 -3.796 0.3134 0.2352 0.0395
H 0.330 1.314 -4.575 0.1889 0.0675 -0.2749
H -1.965 2.060 -1.482 -0.2806 0.0843 0.0457
```
Positions in Å, forces in eV/Å.

Charge distribution, Löwdin scheme, values in e:
1. C -0.133
2. C -0.249
3. C -0.588
4. Cl 0.778
5. C -0.374
6. P 1.092
7. C -0.251
8. C -0.425
9. C -0.150
10. C -0.306
11. C -0.148
12. C -0.181
13. C -0.161
14. C -0.274
15. O -0.056
16. C -0.095
17. C -0.488
18. O 0.078
19. O 0.097
20. C -0.574
21. S 0.968
22. C -0.183
23. C -0.278
24. C -0.447
25. S 0.900
26. C -1.146
27. S 0.703
28. N -0.189
29. C -0.145
30. C -0.193
31. O -0.118
32. C -0.201
33. C -0.214
34. O -0.241
35. C -0.430
36. C -0.377
37. O 0.085
38. N 0.183
39. C -0.509
40. O 0.139
41. F 0.126
42. P 0.970
43. N -0.162
44. O -0.280
45. H 0.069
46. H 0.084
47. H 0.026
48. H 0.094
49. H 0.081
50. H 0.060
51. H 0.044
52. H 0.010
53. H 0.026
54. H 0.016
55. H 0.062
56. H 0.049
57. H 0.078
58. H 0.065
59. H 0.073
60. H 0.097
61. H 0.079
62. H 0.101
63. H 0.119
64. H 0.113
65. H 0.103
66. H 0.113
67. H 0.088
68. H 0.094
69. H 0.063
70. H 0.137
71. H -0.075
72. H 0.068
73. H 0.095
74. H 0.072
75. H 0.112
76. H 0.056
77. H 0.069
78. H 0.126
79. H 0.122
80. H 0.101
81. H 0.126
82. H 0.120
83. H 0.119
84. H 0.106
85. H 0.044
86. H 0.121
87. H 0.049
88. H 0.034
89. H 0.037

***

DFT (ωB97M-V/def2-TZVPD) results for C2H6N2S in the gas phase in a non-equilibrium geometry.

Properties
LUMO level = 0.75 eV
highest occupied orbital energy = -0.34304 Eh
E = -15985.5256 eV
SMILES = C/N=C\NS
net charge = 0
orbital gap = 10.0813 eV
energy above the lowest of the compared OMol25 structures with the same formula, charge and spin = 122.8 kJ/mol
multiplicity = 1

XYZ file:
```
11
Properties=species:S:1:pos:R:3:forces:R:3
C -2.261 -0.218 -0.930 1.1093 -1.0721 -0.0504
N -1.267 -1.337 -0.615 -1.2057 1.3559 0.4153
C -0.210 -0.913 -0.065 0.6576 0.2095 -0.1955
N 0.258 0.385 0.000 1.0251 -1.1856 1.0201
S 1.741 0.790 0.708 0.0421 -0.1747 -0.9078
H -1.890 0.458 -1.717 0.1174 0.0974 0.3934
H -3.139 -0.670 -1.371 -0.2432 -0.1409 0.2683
H -2.508 0.313 0.014 0.0246 -0.1342 -0.6888
H 0.537 -1.527 0.408 0.0343 -0.9776 -0.1546
H -0.316 1.092 -0.306 -1.2449 1.9210 -0.8289
H 1.349 1.141 1.917 -0.3166 0.1014 0.7290
```
Positions in Å, forces in eV/Å.

Charge distribution, natural (NBO) scheme, values in e:
1. C -0.473
2. N -0.464
3. C 0.270
4. N -0.776
5. S 0.206
6. H 0.182
7. H 0.214
8. H 0.192
9. H 0.170
10. H 0.391
11. H 0.087

***

Question: multiplicity of number 2 (C26H45ClFN3O8P2S3)?
Answer: 1

***

Question: Among the records above, which one has the highest LUMO level?
Answer: C2H6N2S

***

Question: What is the multiplicity in the first record?
Answer: 1